No. 1
Below is a structure of composition C19H19BrF4N6V, with properties calculated with wB97M-V/def2-TZVPD.

relative energy (zero: lowest compared OMol25 entry of this formula, charge and spin)	0.027	eV
strongest force on any atom	0.26	eV/Å
⟨S²⟩	0.766
E_HOMO (spin up / spin down)	-7.3 / -6.7	eV
total energy	-135550.8269	eV
HOMO-LUMO gap (spin up / spin down)	7.1 / 6.4	eV
total charge	0
2S+1	2

Positions of all 50 atoms, in Å:
V (-0.080, -0.489, -0.482)
C (0.824, 0.141, -3.293)
C (2.025, -0.404, -2.536)
N (1.996, -0.174, -1.071)
C (3.028, -1.057, -0.465)
C (2.922, -1.236, 1.040)
C (2.293, 1.237, -0.726)
C (1.114, 2.198, -0.880)
N (-0.109, 1.501, -0.509)
C (-1.274, 2.186, -0.315)
C (-2.457, 1.431, -0.205)
F (-2.339, 0.077, -0.370)
C (-3.701, 1.966, 0.016)
F (-4.756, 1.146, 0.101)
C (-3.871, 3.331, 0.140)
C (-2.736, 4.108, 0.022)
F (-2.842, 5.439, 0.133)
C (-1.481, 3.573, -0.195)
F (-0.445, 4.435, -0.281)
H (0.892, -0.177, -4.334)
H (0.752, 1.224, -3.283)
H (-0.116, -0.278, -2.913)
H (2.960, -0.005, -2.951)
H (2.042, -1.484, -2.677)
H (4.021, -0.677, -0.739)
H (2.920, -2.038, -0.927)
H (2.978, -0.296, 1.590)
H (3.748, -1.862, 1.380)
H (1.990, -1.734, 1.302)
H (3.158, 1.583, -1.305)
H (2.584, 1.245, 0.323)
H (1.056, 2.609, -1.894)
H (1.326, 3.048, -0.228)
H (-4.842, 3.769, 0.315)
Br (-2.312, -3.752, 3.720)
C (-1.505, -2.117, 3.248)
C (-1.315, -1.121, 4.189)
C (-0.716, 0.058, 3.773)
C (-0.326, 0.190, 2.456)
N (-0.515, -0.777, 1.544)
C (-1.106, -1.913, 1.940)
H (-1.627, -1.264, 5.214)
H (-0.548, 0.868, 4.468)
H (0.150, 1.091, 2.090)
H (-1.254, -2.674, 1.185)
N (-1.484, -6.586, -1.431)
C (-0.781, -5.690, -1.625)
N (0.078, -4.713, -1.902)
C (-0.124, -3.529, -1.504)
N (-0.197, -2.409, -1.152)

Atom charges from the natural (NBO) analysis, given in e for atoms 1 to 4: 1.173 -0.604 -0.221 -0.478

---

No. 2
Below is the ion CH4IN2S with charge +1, with properties calculated with wB97M-V/def2-TZVPD.

relative energy (zero: lowest compared OMol25 entry of this formula, charge and spin)	0.909	eV
strongest force on any atom	2.51	eV/Å
E_HOMO	-13.5	eV
total energy	-23010.2983	eV
HOMO-LUMO gap	7.3	eV
total charge	+1
SMILES	N/C=[NH+]/SI

Positions of all 9 atoms, in Å:
C (-0.307, -0.389, 0.021)
N (-1.576, -0.112, -0.204)
N (0.541, 0.391, 0.663)
S (2.116, -0.247, 0.998)
I (3.277, 0.418, -1.372)
H (0.025, -1.468, -0.201)
H (-2.175, -0.546, -0.909)
H (-2.142, 0.606, 0.203)
H (0.241, 1.347, 0.802)

Atom charges from the natural (NBO) analysis, given in e for atoms 1 to 4: 0.404 -0.723 -0.679 0.302

---

No. 3
Below is an isolated molecule of C27H28BrN5O3S, with properties calculated with wB97M-V/def2-TZVPD.

strongest force on any atom	1.19	eV/Å
E_HOMO	-8.1	eV
total energy	-122924.6484	eV
HOMO-LUMO gap	7.9	eV
total charge	0
SMILES	CCCN(CCC)S(=O)(=O)c1ccc(C(=O)NNc2nc(-c3ccccc3)c3cc(Br)ccc3n2)cc1

Positions of all 65 atoms, in Å:
C (1.554, -4.276, -1.822)
C (1.493, -3.297, -2.987)
H (2.487, -3.177, -3.422)
C (0.973, -1.932, -2.530)
N (1.930, -1.262, -1.673)
S (1.299, -0.562, -0.308)
O (2.365, -0.251, 0.596)
O (0.247, -1.411, 0.175)
C (0.557, 0.993, -0.808)
C (1.276, 2.162, -0.639)
C (0.652, 3.376, -0.851)
C (-0.693, 3.413, -1.209)
C (-1.376, 2.230, -1.475)
C (-0.747, 1.014, -1.267)
H (-1.277, 0.085, -1.401)
H (-2.402, 2.252, -1.811)
C (-1.355, 4.751, -1.151)
O (-0.934, 5.742, -1.704)
N (-2.452, 4.830, -0.343)
N (-3.047, 3.825, 0.401)
C (-2.331, 2.893, 1.108)
N (-1.120, 3.170, 1.518)
C (-0.445, 2.168, 2.117)
C (0.883, 2.394, 2.531)
C (1.619, 1.376, 3.067)
C (1.036, 0.113, 3.237)
C (-0.261, -0.141, 2.889)
C (-1.022, 0.881, 2.297)
C (-2.375, 0.743, 1.867)
N (-3.006, 1.742, 1.297)
C (-3.139, -0.503, 2.019)
C (-4.411, -0.450, 2.585)
C (-5.153, -1.606, 2.737)
C (-4.643, -2.820, 2.309)
C (-3.391, -2.873, 1.718)
C (-2.635, -1.722, 1.572)
H (-1.671, -1.763, 1.086)
H (-2.997, -3.815, 1.369)
H (-5.223, -3.723, 2.428)
H (-6.133, -1.559, 3.189)
H (-4.799, 0.503, 2.912)
H (-0.699, -1.112, 3.060)
Br (2.080, -1.267, 3.991)
H (2.646, 1.530, 3.363)
H (1.296, 3.381, 2.395)
H (-3.908, 3.444, 0.017)
H (-2.782, 5.771, -0.151)
H (1.175, 4.306, -0.687)
H (2.294, 2.102, -0.287)
C (2.973, -0.491, -2.328)
C (4.332, -0.652, -1.646)
C (4.885, -2.063, -1.794)
H (5.845, -2.144, -1.290)
H (5.025, -2.316, -2.843)
H (4.202, -2.779, -1.349)
H (4.221, -0.413, -0.589)
H (5.022, 0.065, -2.095)
H (2.691, 0.572, -2.348)
H (3.045, -0.838, -3.362)
H (0.073, -2.082, -1.933)
H (0.724, -1.302, -3.396)
H (0.828, -3.680, -3.764)
H (2.116, -3.840, -1.001)
H (2.030, -5.205, -2.124)
H (0.553, -4.497, -1.461)

Atom charges from the natural (NBO) analysis, given in e for atoms 1 to 4: -0.610 -0.400 0.198 -0.227

---

No. 4
Below is a structure of composition BaH38O19, with properties calculated with wB97M-V/def2-TZVPD.

relative energy (zero: lowest compared OMol25 entry of this formula, charge and spin)	0.748	eV
strongest force on any atom	1.13	eV/Å
E_HOMO	-15.9	eV
total energy	-40205.8291	eV
HOMO-LUMO gap	11.0	eV
total charge	+2

Positions of all 58 atoms, in Å:
Ba (0.035, 0.094, -0.287)
O (0.567, 2.193, 1.316)
H (0.386, 3.089, 1.033)
H (0.975, 2.290, 2.176)
O (-0.237, -3.683, 2.350)
H (-0.412, -4.534, 2.752)
H (-0.826, -3.078, 2.802)
O (1.422, -0.983, 1.918)
H (1.914, -0.479, 2.566)
H (1.717, -1.885, 2.041)
O (2.622, 1.053, -0.568)
H (3.222, 1.756, -0.816)
H (3.188, 0.298, -0.411)
O (0.045, -0.989, -4.167)
H (0.784, -0.819, -4.752)
H (-0.727, -0.911, -4.727)
O (1.966, -1.979, -1.122)
H (1.801, -2.897, -0.909)
H (2.525, -2.009, -1.898)
O (-1.934, 0.289, 1.644)
H (-1.884, 0.666, 2.522)
H (-2.700, -0.286, 1.672)
O (-2.349, -0.394, -1.705)
H (-3.147, -0.911, -1.810)
H (-2.354, 0.211, -2.447)
O (-0.198, 4.572, 0.275)
H (-0.862, 4.531, -0.413)
H (-0.233, 5.476, 0.589)
O (-2.397, 0.995, -4.254)
H (-2.473, 0.597, -5.121)
H (-2.374, 1.937, -4.423)
O (1.893, 2.295, 3.682)
H (2.738, 2.093, 3.279)
H (2.092, 2.412, 4.611)
O (3.768, 4.582, -0.623)
H (3.172, 3.982, -0.175)
H (4.631, 4.179, -0.527)
O (-3.526, 3.018, 1.777)
H (-3.112, 2.404, 2.385)
H (-4.455, 2.990, 2.004)
O (-1.510, 2.215, -0.742)
H (-1.863, 2.953, -1.239)
H (-1.788, 2.377, 0.159)
O (2.356, -3.506, 2.734)
H (2.762, -4.323, 2.443)
H (1.416, -3.656, 2.635)
O (-0.746, -2.749, -0.149)
H (-1.243, -3.557, -0.276)
H (-0.044, -2.992, 0.455)
O (1.336, -4.610, -0.867)
H (1.092, -5.145, -1.623)
H (2.291, -4.666, -0.832)
O (-3.908, -2.186, 1.430)
H (-3.650, -2.638, 0.627)
H (-4.291, -2.871, 1.979)
O (0.704, 1.076, -2.626)
H (1.361, 1.647, -3.026)
H (0.462, 0.465, -3.322)

Atom charges from the natural (NBO) analysis, given in e for atoms 1 to 4: 1.867 -1.045 0.513 0.506